Formula: C28H73F5N24O12S
Source: the OMol25 dataset
Level of theory: ωB97M-V/def2-TZVPD

Properties
M (Da): 1065.1
Kohn-Sham gap (eV): 8.4786
HOMO (eV): -8.33
SMILES: CNC[C@@]1(F)C(=O)N[C@@](CCC(C)C)(C(F)(F)C(F)F)[C@]1(C)CCCS.NC(N)=O.NC(N)=O.NC(N)=O.NC(N)=O.NC(N)=O.NC(N)=O.NC(N)=O.NC(N)=O.NC(N)=O.NC(N)=O.NC(N)=O
E_tot (hartree): -4225.664595
LUMO energy (eV): 0.15

CARTESIAN COORDINATES (ANGSTROEM)
1 C -7.03120 2.10118 0.83165
2 N -6.60113 1.21399 -0.24584
3 C -5.17131 0.86198 -0.15995
4 C -4.49887 1.10295 -1.52440
5 F -5.43285 0.62025 -2.46340
6 C -4.42538 2.59872 -1.95244
7 O -5.02689 3.52219 -1.59307
8 N -3.42972 2.55190 -3.00196
9 C -2.28974 1.71668 -2.61399
10 C -1.70589 1.30092 -3.99289
11 C -1.86175 2.31630 -5.16311
12 C -0.65285 2.10368 -6.10850
13 C -1.13574 2.28067 -7.55897
14 C 0.49626 3.09982 -5.82484
15 C -1.21982 2.55745 -1.92374
16 F -0.42283 3.17880 -2.80306
17 F -0.36089 1.80897 -1.20438
18 C -1.66132 3.69188 -0.98887
19 F -2.43815 3.26142 0.02632
20 F -2.25452 4.68903 -1.61870
21 C -3.03621 0.60678 -1.74406
22 C -2.49854 0.25142 -0.33275
23 C -3.24100 -0.80985 -2.38172
24 C -2.09061 -1.81276 -2.20171
25 C -0.67454 -1.34664 -2.57719
26 S 0.61686 -2.38913 -1.81392
27 H -8.11228 1.98817 0.93383
28 H -6.87953 3.13995 0.54350
29 H -6.56833 1.89073 1.80162
30 H -7.10358 0.33786 -0.19623
31 H -5.02802 -0.14562 0.22674
32 H -4.73238 1.57702 0.53667
33 H -4.00610 2.11759 -3.72325
34 H -0.63982 1.09597 -3.92558
35 H -2.12808 0.36820 -4.35941
36 H -2.76881 2.12742 -5.73730
37 H -1.84672 3.33863 -4.80547
38 H -0.28453 1.08591 -5.95520
39 H -1.57108 3.27784 -7.63359
40 H -0.27537 2.21682 -8.22605
41 H -1.89202 1.54130 -7.82684
42 H 0.82023 3.55393 -6.76296
43 H 0.14670 3.86972 -5.13789
44 H 1.36933 2.59715 -5.40839
45 H -0.75385 4.12338 -0.56004
46 H -1.44263 -0.00548 -0.33704
47 H -2.62440 1.01995 0.42904
48 H -2.99270 -0.63777 0.04462
49 H -3.55273 -0.76235 -3.42346
50 H -4.07924 -1.26112 -1.85314
51 H -2.07364 -2.22078 -1.19894
52 H -2.31804 -2.66504 -2.84572
53 H -0.45215 -0.31365 -2.33788
54 H -0.53397 -1.44718 -3.65214
55 H 0.37360 -2.19114 -0.49935
56 N -1.43028 -4.36368 1.75807
57 C -2.25095 -3.30892 1.53303
58 N -2.23890 -2.36586 2.51908
59 O -2.94621 -3.20285 0.52910
60 H -0.86082 -4.44161 2.58797
61 H -1.40228 -5.08386 1.05994
62 H -2.83045 -1.56171 2.40184
63 H -1.67032 -2.44611 3.34353
64 N 1.43636 -5.08074 5.54088
65 C 0.60174 -4.03695 5.27900
66 N 0.57326 -3.06909 6.22798
67 O -0.07543 -3.97821 4.25646
68 H 2.00180 -5.15172 6.36974
69 H 1.48180 -5.81538 4.85806
70 H -0.03336 -2.28604 6.06718
71 H 1.11246 -3.09737 7.07505
72 N 3.16698 -2.40970 5.39234
73 C 4.50691 -2.64776 5.45817
74 N 5.31232 -1.56170 5.36921
75 O 4.94330 -3.78419 5.59450
76 H 2.76658 -1.49784 5.28350
77 H 2.55846 -3.20111 5.46513
78 H 6.31007 -1.71507 5.42061
79 H 4.96657 -0.62785 5.25875
80 N 9.50281 -3.18775 7.68741
81 C 8.70449 -2.11725 7.42236
82 N 8.69995 -1.14323 8.37871
83 O 8.04070 -2.03718 6.40355
84 H 10.05530 -3.27759 8.51843
85 H 9.52348 -3.92321 7.00464
86 H 8.11991 -0.34165 8.21389
87 H 9.23676 -1.19111 9.22348
88 N 4.48358 4.02498 -7.41099
89 C 3.41081 4.20123 -8.23352
90 N 3.59544 5.09987 -9.24733
91 O 2.36144 3.60392 -8.07290
92 H 5.35433 4.50837 -7.52044
93 H 4.37727 3.37729 -6.65043
94 H 2.82249 5.25423 -9.86812
95 H 4.44863 5.60405 -9.39534
96 N 2.05654 -2.81752 -6.30360
97 C 1.83714 -1.47544 -6.45025
98 N 1.74024 -1.03765 -7.73976
99 O 1.73453 -0.72290 -5.50052
100 H 2.14359 -3.45443 -7.07225
101 H 2.13176 -3.16909 -5.36620
102 H 1.57906 -0.05482 -7.87901
103 H 1.82052 -1.63693 -8.53886
104 N 2.43038 3.27766 -2.60555
105 C 3.73412 3.20589 -2.99630
106 N 4.29951 1.96663 -2.88316
107 O 4.35156 4.16972 -3.41766
108 H 1.90709 2.49477 -2.26162
109 H 1.97858 4.17017 -2.68103
110 H 5.25806 1.87347 -3.16274
111 H 3.80876 1.15982 -2.54482
112 N -1.48615 -2.58615 10.91272
113 C -1.35988 -2.95113 9.60466
114 N -2.48438 -3.47256 9.03516
115 O -0.31638 -2.82138 8.98755
116 H -2.33364 -2.68470 11.43858
117 H -0.67542 -2.20000 11.36083
118 H -2.42379 -3.75259 8.07285
119 H -3.35243 -3.58900 9.52252
120 N -4.25499 5.39275 -4.79372
121 C -4.17609 5.09690 -6.12050
122 N -5.34299 4.65798 -6.68740
123 O -3.14429 5.21054 -6.75810
124 H -5.09313 5.29996 -4.25118
125 H -3.41640 5.71043 -4.34310
126 H -5.31876 4.42714 -7.66337
127 H -6.20332 4.55821 -6.18299
128 N 5.69038 -8.08568 7.75116
129 C 5.44021 -6.75365 7.52400
130 N 5.38641 -6.39095 6.21549
131 O 5.27802 -5.96535 8.44055
132 H 5.82757 -8.75702 7.02029
133 H 5.73574 -8.38726 8.70660
134 H 5.20441 -5.40748 5.99647
135 H 5.51734 -7.04084 5.46335
136 N -2.85409 3.07187 2.71870
137 C -3.33304 2.12621 3.57401
138 N -2.96060 2.27897 4.88150
139 O -4.04220 1.20643 3.20150
140 H -2.26766 3.83411 3.00116
141 H -3.11316 2.98520 1.75020
142 H -3.29779 1.59795 5.53642
143 H -2.37922 3.02607 5.21028

Cartesian forces, eV/Å:
-0.623 -0.175 -0.244
0.518 -0.501 0.317
-0.266 1.139 -0.424
-0.529 1.150 1.010
0.658 -0.330 -0.613
2.155 -3.515 -0.528
-1.613 2.459 0.799
-0.807 2.099 0.328
-1.873 -1.043 -1.548
0.343 -0.198 -0.366
1.030 -0.669 0.284
-0.486 0.369 -0.366
0.405 0.032 0.518
-0.332 -0.313 -0.171
-0.921 0.511 0.547
0.169 0.678 -0.868
0.310 -0.754 0.576
1.619 0.337 0.360
-0.506 -0.186 -0.155
-0.901 0.580 -0.637
-0.607 -2.066 1.252
0.630 0.244 0.278
0.772 0.035 -0.143
0.381 0.074 -0.509
-0.248 -0.246 0.204
0.203 -0.072 -0.149
-0.010 -0.004 0.129
0.319 0.065 0.063
0.069 0.055 -0.004
-0.242 0.200 -0.056
0.154 -0.045 -0.110
0.248 -0.300 0.169
0.802 0.000 -0.594
0.060 0.003 0.297
-0.190 -0.121 0.338
-0.241 0.118 0.237
-0.292 0.124 -0.093
0.021 -0.058 -0.210
-0.050 0.039 -0.220
-0.126 -0.022 -0.224
0.004 -0.052 -0.078
-0.114 0.035 0.430
0.209 0.116 -0.008
0.004 0.062 0.160
0.197 -0.282 0.224
0.044 0.038 -0.159
0.030 0.083 -0.200
-0.193 -0.068 -0.086
0.034 0.177 -0.070
-0.139 0.064 0.026
-0.169 0.141 0.161
-0.024 -0.118 0.070
-0.117 0.015 0.166
0.324 -0.009 -0.029
-0.244 0.113 -0.326
0.156 -0.358 -0.120
0.054 -0.017 0.155
-0.162 0.384 0.038
-0.125 0.061 0.024
-0.041 0.060 -0.033
-0.045 0.091 -0.021
-0.011 -0.021 0.034
0.084 -0.180 -0.065
-0.002 -0.065 -0.116
-0.319 -0.213 0.410
-0.269 0.014 -0.301
-0.032 0.111 -0.006
-0.024 -0.031 0.015
0.073 0.049 0.015
-0.035 -0.062 0.137
-0.287 -0.055 0.176
0.309 0.016 0.011
-0.062 0.337 -0.055
0.251 -0.119 -0.120
-0.018 0.208 -0.171
0.036 -0.004 -0.005
0.383 0.202 -0.203
0.000 0.018 0.231
-0.082 -0.059 -0.021
0.126 -0.116 -0.124
0.027 -0.094 0.178
-0.044 0.184 0.000
0.009 0.130 -0.194
-0.051 0.015 0.006
-0.057 0.011 0.048
0.011 -0.044 0.016
-0.018 -0.039 -0.019
0.060 -0.188 0.020
0.149 0.042 0.110
-0.066 0.079 -0.198
0.211 -0.078 -0.427
-0.048 0.040 0.030
-0.020 0.118 0.059
0.018 -0.002 0.048
-0.014 -0.012 0.048
0.026 -0.138 0.127
-0.007 -0.021 -0.217
-0.027 0.144 -0.090
-0.055 0.087 0.281
-0.012 0.040 -0.004
-0.010 0.026 -0.026
0.016 -0.021 0.017
-0.003 -0.007 0.036
0.064 0.169 0.185
-0.112 -0.132 0.037
0.169 -0.089 0.035
0.079 0.053 -0.082
0.000 -0.024 -0.104
-0.022 -0.070 -0.104
-0.045 0.005 0.010
-0.049 0.009 -0.085
0.090 0.096 0.125
-0.126 -0.056 0.075
-0.052 -0.034 -0.167
0.131 0.098 0.001
0.008 -0.019 -0.032
-0.026 -0.032 -0.018
-0.001 -0.011 0.043
0.030 0.005 0.009
-0.023 0.187 0.047
0.053 0.024 0.104
-0.108 -0.096 -0.155
0.018 -0.011 -0.084
0.057 -0.080 0.051
-0.024 -0.114 0.026
0.019 0.014 0.041
0.037 0.011 0.024
0.031 -0.188 0.197
0.029 -0.011 -0.285
-0.174 0.242 -0.043
-0.044 -0.046 0.147
0.001 0.045 -0.011
-0.004 0.023 -0.038
0.127 -0.350 0.081
0.047 -0.060 0.094
-0.160 -0.114 -0.088
0.086 0.147 0.008
0.007 -0.113 0.174
-0.006 -0.132 -0.014
-0.030 -0.015 0.011
0.056 0.094 0.363
-0.007 0.033 -0.030
-0.024 0.007 -0.038